Record 1
Density functional theory data (ωB97M-V/def2-TZVPD) for a cluster of 2 separate species, C2H8NOS2 in total at a distorted geometry.

Properties
Charge: +1
HOMO energy (eV): -12.8
Energy relative to the best compared isomer or geometry (same formula, charge and spin) (eV): 3.1998
LUMO level (eV): -4.545

Structure (XYZ):
```
14
C2H8NOS2 ωB97M-V/def2-TZVPD
C -0.80 0.63 -1.10
C -0.64 -0.79 -0.74
N -1.10 -1.26 0.36
O 2.26 0.05 1.80
S -1.37 1.81 0.17
S 2.02 -0.54 0.01
H -0.03 1.03 -1.70
H -1.59 0.51 -1.79
H -0.04 -1.37 -1.44
H 3.01 -0.52 1.94
H -1.45 -0.72 1.07
H -0.78 -2.21 0.62
H 2.55 0.94 1.59
H -2.04 2.43 -0.77
```

Results of the Löwdin charge analysis, in e, for atoms 1 through 8: number 1, C, carries -0.552; number 2, C, carries -0.253; number 3, N, carries 0.184; number 4, O, carries -0.262; number 5, S, carries 0.784; number 6, S, carries 0.540; number 7, H, carries 0.073; number 8, H, carries 0.089

Record 2
Density functional theory data (ωB97M-V/def2-TZVPD) for a structure of composition C2H8NOSi at a distorted geometry.

Properties
Charge: -1
HOMO energy (eV): -3.7
Energy relative to the best compared isomer or geometry (same formula, charge and spin) (eV): 4.5049
LUMO level (eV): 4.483

Structure (XYZ):
```
13
C2H8NOSi ωB97M-V/def2-TZVPD
C 1.56 0.50 0.02
C -1.38 0.27 -0.92
N -0.16 -1.84 0.28
O -0.50 -1.03 1.85
Si -0.26 -0.01 0.63
H 2.36 -0.15 -0.15
H 1.19 0.95 -0.87
H 2.06 1.38 0.68
H -1.64 -0.69 -1.37
H -2.31 0.64 -0.65
H -0.89 0.86 -1.67
H 0.78 -2.14 0.65
H -0.81 1.26 1.51
```

Results of the Löwdin charge analysis, in e, for atoms 1 through 8: number 1, C, carries -0.221; number 2, C, carries -0.233; number 3, N, carries -0.073; number 4, O, carries -0.363; number 5, Si, carries 0.039; number 6, H, carries -0.040; number 7, H, carries -0.053; number 8, H, carries 0.040

Record 3
Density functional theory data (ωB97M-V/def2-TZVPD) for a cluster of 2 separate species, C2H8NS in total at a distorted geometry.

Properties
Charge: -1
HOMO energy (eV): -2.4
Energy relative to the best compared isomer or geometry (same formula, charge and spin) (eV): 0.1422
LUMO level (eV): 4.406

Structure (XYZ):
```
12
C2H8NS ωB97M-V/def2-TZVPD
N -2.03 0.12 -1.41
H -1.39 0.61 -2.02
H -1.75 0.47 -0.49
H -1.88 -0.87 -1.45
C 1.44 -0.39 0.23
C 0.30 0.10 1.13
S -0.05 1.90 0.75
H 2.31 0.25 0.42
H 1.25 -0.21 -0.83
H 1.71 -1.42 0.45
H 0.64 0.02 2.17
H -0.55 -0.57 1.04
```

Results of the Löwdin charge analysis, in e, for atoms 1 through 8: number 1, N, carries -0.011; number 2, H, carries -0.019; number 3, H, carries -0.091; number 4, H, carries -0.021; number 5, C, carries -0.272; number 6, C, carries -0.799; number 7, S, carries 0.062; number 8, H, carries 0.039

Record 4
Density functional theory data (ωB97M-V/def2-TZVPD) for a cluster of 2 separate species, C2H8NS in total at a distorted geometry.

Properties
Charge: -1
HOMO energy (eV): -2.8
Energy relative to the best compared isomer or geometry (same formula, charge and spin) (eV): 0.6973
LUMO level (eV): 4.200

Structure (XYZ):
```
12
C2H8NS ωB97M-V/def2-TZVPD
S 1.77 -0.92 2.15
H 2.84 -0.16 2.50
C 0.20 0.83 -1.21
N 0.01 -0.44 -0.53
C -1.31 -0.59 0.11
H 1.23 1.16 -1.00
H -0.04 0.91 -2.28
H -0.39 1.53 -0.59
H 0.73 -0.55 0.20
H -1.73 -1.58 0.00
H -2.03 0.00 -0.48
H -1.27 -0.19 1.13
```

Results of the Löwdin charge analysis, in e, for atoms 1 through 8: number 1, S, carries -0.195; number 2, H, carries -0.452; number 3, C, carries -0.193; number 4, N, carries -0.228; number 5, C, carries -0.173; number 6, H, carries 0.067; number 7, H, carries 0.058; number 8, H, carries 0.062